(1)
C25H45BF2N2P2Pd as an isolated structure. Source: the Open Molecules 2025 dataset; level of theory: ωB97M-V/def2-TZVPD.

Each line ends with the Löwdin charge.
CARTESIAN COORDINATES (ANGSTROEM)
Pd (-0.0391, -0.6832, -0.5128)  0.829
C (-4.5141, 0.6661, -1.7226)  -0.064
C (-3.0310, 0.2915, -1.6728)  -0.688
C (-2.7261, -0.7712, -2.7371)  -0.077
C (-2.1989, 1.5439, -1.9778)  -0.081
P (-2.4361, -0.3450, -0.0257)  1.147
C (-2.4446, 1.0913, 1.1511)  -0.233
N (-1.0827, 1.5434, 1.2697)  0.011
B (0.0271, 1.0086, 0.6038)  -0.568
N (1.2087, 1.6803, 0.9328)  0.016
C (2.5277, 1.3571, 0.4423)  -0.225
P (2.4158, -0.3152, -0.3742)  1.154
C (2.7903, -0.1001, -2.1822)  -0.699
C (4.2425, 0.2667, -2.4976)  -0.063
C (2.4182, -1.4139, -2.8858)  -0.079
C (1.8614, 1.0015, -2.7039)  -0.084
C (3.7288, -1.2862, 0.5671)  -0.649
C (3.1568, -1.5505, 1.9694)  -0.069
C (4.1614, -2.5922, -0.1144)  -0.069
C (5.0030, -0.4376, 0.7223)  -0.067
C (0.8260, 2.6653, 1.8670)  -0.136
C (1.5875, 3.6340, 2.4989)  0.009
C (0.9324, 4.4871, 3.3740)  -0.053
C (-0.4440, 4.4002, 3.5816)  -0.053
C (-1.2176, 3.4571, 2.9220)  0.009
C (-0.5634, 2.5780, 2.0756)  -0.136
C (-3.6350, -1.5488, 0.7823)  -0.655
C (-4.8794, -0.7954, 1.2814)  -0.064
C (-2.9524, -2.1918, 1.9959)  -0.077
C (-4.0888, -2.6440, -0.1900)  -0.070
H (-4.7226, 1.1253, -2.6910)  0.105
H (-4.7880, 1.3934, -0.9567)  0.089
H (-5.1621, -0.2030, -1.6322)  0.076
H (-2.9643, -0.3604, -3.7197)  0.106
H (-3.3099, -1.6801, -2.6061)  0.076
H (-1.6652, -1.0495, -2.7566)  0.061
H (-2.4539, 1.8963, -2.9789)  0.110
H (-1.1209, 1.3438, -1.9837)  0.041
H (-2.3822, 2.3634, -1.2823)  0.092
H (-2.8434, 0.8002, 2.1224)  0.098
H (-3.1012, 1.8667, 0.7458)  0.113
H (3.2366, 1.3551, 1.2667)  0.086
H (2.8883, 2.0779, -0.2961)  0.109
H (4.9268, -0.5480, -2.2686)  0.076
H (4.5731, 1.1627, -1.9690)  0.092
H (4.3281, 0.4705, -3.5665)  0.103
H (2.9755, -2.2706, -2.5111)  0.074
H (2.6325, -1.3180, -3.9516)  0.107
H (1.3482, -1.6405, -2.7973)  0.065
H (2.0258, 1.9767, -2.2448)  0.090
H (0.8029, 0.7402, -2.5834)  0.040
H (2.0208, 1.1152, -3.7780)  0.110
H (2.2754, -2.1843, 1.9518)  0.060
H (2.9106, -0.6260, 2.4974)  0.089
H (3.9141, -2.0679, 2.5607)  0.107
H (3.3612, -3.2977, -0.3054)  0.072
H (4.8723, -3.0838, 0.5519)  0.104
H (4.6867, -2.3993, -1.0491)  0.078
H (4.8630, 0.4781, 1.2917)  0.076
H (5.4682, -0.1938, -0.2283)  0.074
H (5.7152, -1.0440, 1.2851)  0.108
H (2.6511, 3.7262, 2.3230)  0.121
H (1.4995, 5.2434, 3.8987)  0.118
H (-0.9198, 5.0905, 4.2642)  0.118
H (-2.2884, 3.4119, 3.0707)  0.121
H (-4.6647, -0.0776, 2.0711)  0.082
H (-5.5508, -1.5412, 1.7118)  0.108
H (-5.4238, -0.2924, 0.4880)  0.070
H (-2.5082, -1.4627, 2.6787)  0.091
H (-2.2014, -2.9246, 1.7052)  0.061
H (-3.7094, -2.7403, 2.5583)  0.107
H (-4.7402, -2.2519, -0.9694)  0.077
H (-4.6685, -3.3766, 0.3743)  0.106
H (-3.2627, -3.1737, -0.6602)  0.073
F (1.0899, -3.0794, 0.2151)  0.077
C (-0.0246, -2.4148, 0.4520)  -0.413
F (-0.9802, -3.0290, -0.2503)  0.050
H (-0.2438, -2.3035, 1.5112)  0.131

Atomic forces in eV per Å
0.21 0.00 -0.42
0.00 0.01 0.02
-0.02 0.07 0.01
0.02 -0.02 0.00
0.03 0.02 -0.04
-0.30 0.28 -0.07
0.04 0.09 -0.01
0.23 0.04 0.04
0.03 -0.68 0.58
-0.13 -0.03 -0.06
-0.16 0.09 0.05
0.15 0.27 -0.17
0.05 0.01 -0.04
0.01 0.03 0.06
-0.02 -0.03 0.02
-0.05 0.04 -0.06
-0.12 -0.11 0.06
0.04 0.04 -0.02
-0.03 0.07 0.00
0.06 0.03 0.02
0.07 0.09 -0.25
-0.05 0.00 0.06
0.04 0.01 -0.01
-0.04 0.01 0.00
0.06 0.01 0.04
-0.14 0.11 -0.21
0.07 -0.10 -0.08
-0.03 0.02 -0.01
0.09 -0.04 0.00
0.02 0.01 -0.04
0.02 -0.01 0.00
0.01 -0.01 0.00
-0.01 0.01 0.00
-0.01 -0.01 0.00
0.01 0.00 0.00
0.01 0.02 0.00
0.00 0.01 0.00
-0.01 0.00 0.01
-0.01 -0.01 0.00
0.02 -0.09 -0.01
0.00 0.04 0.06
-0.04 -0.10 -0.03
-0.02 0.08 0.06
0.01 0.01 -0.01
-0.01 -0.01 0.00
-0.02 -0.01 0.00
0.02 0.01 -0.01
-0.01 0.00 0.00
0.01 0.02 0.02
0.03 -0.01 0.01
-0.01 -0.03 0.01
0.01 0.00 0.00
0.00 -0.05 0.02
0.01 0.01 -0.02
0.01 0.03 0.00
-0.17 -0.02 0.00
-0.01 -0.01 -0.01
-0.01 0.00 0.00
0.04 -0.04 0.00
0.01 0.01 0.00
0.01 0.00 -0.01
0.00 -0.02 0.00
0.00 0.00 0.00
0.00 0.00 0.00
0.00 -0.02 0.00
0.01 -0.01 0.01
0.00 0.00 -0.01
0.00 0.01 0.00
0.00 0.02 -0.01
-0.10 0.02 0.05
-0.01 0.04 0.04
0.00 0.00 0.01
0.00 0.01 0.00
-0.01 0.00 0.01
0.23 0.11 -0.01
-0.05 -0.20 0.35
-0.06 -0.10 -0.05
0.01 -0.05 0.02

Calculated values
LUMO level   -7.971 eV
Charge   +2
HOMO-LUMO gap   0.2153 Ha



(2)
C25H45Br15O10S5 as an isolated structure. Source: the Open Molecules 2025 dataset; level of theory: ωB97M-V/def2-TZVPD.

Each line ends with the Löwdin charge.
CARTESIAN COORDINATES (ANGSTROEM)
C (8.2581, -7.3884, 3.1773)  -1.531
Br (8.0980, -9.1929, 2.5052)  0.558
Br (7.9844, -7.2468, 5.1360)  0.519
Br (6.9955, -6.1586, 2.1843)  0.483
H (9.2496, -7.0392, 2.8893)  -0.030
C (3.9102, 9.1884, 2.5697)  -1.482
Br (4.1659, 11.1975, 2.4336)  0.474
Br (5.6415, 8.3407, 3.0821)  0.503
Br (3.4085, 8.5201, 0.8068)  0.524
H (3.0812, 8.9791, 3.2458)  -0.019
C (11.7644, 0.7661, 1.6171)  -1.393
Br (11.4641, 2.7981, 1.2030)  0.423
Br (11.6095, -0.3737, -0.0011)  0.530
Br (10.3831, 0.3340, 3.0303)  0.468
H (12.7476, 0.6519, 2.0736)  -0.028
C (-0.5644, 5.7964, -7.4495)  -1.512
Br (-0.4462, 7.4397, -8.5704)  0.502
Br (-1.4984, 4.3565, -8.4253)  0.522
Br (-1.6400, 6.1781, -5.8443)  0.508
H (0.4196, 5.5413, -7.0559)  -0.020
C (6.3420, -4.4907, -6.7235)  -1.562
Br (5.7771, -6.2501, -5.8898)  0.475
Br (5.4709, -4.3779, -8.4602)  0.538
Br (8.2372, -4.3757, -6.9143)  0.569
H (6.1130, -3.6767, -6.0357)  -0.020
C (0.9422, -7.6242, 8.6961)  -0.223
C (1.2344, -6.7381, 9.8624)  -0.253
C (-0.0622, -6.0081, 10.3366)  -0.154
S (-1.2190, -6.0651, 8.7746)  0.706
O (-1.4832, -4.6776, 8.3271)  -0.371
O (-2.2554, -7.0364, 8.9751)  -0.330
C (0.0787, -6.7617, 7.7035)  -0.209
H (0.4565, -8.5153, 9.0937)  0.117
H (1.8839, -7.9214, 8.2346)  0.112
H (2.0049, -6.0093, 9.6108)  0.112
H (1.6249, -7.2261, 10.7554)  0.112
H (0.1238, -4.9408, 10.4561)  0.087
H (-0.6093, -6.5023, 11.1394)  0.092
H (0.6945, -5.9488, 7.3189)  0.101
H (-0.4340, -7.1854, 6.8399)  0.101
C (-11.0355, 1.2732, -4.1336)  -0.246
C (-9.9984, 1.9016, -5.0150)  -0.226
C (-8.6121, 1.5317, -4.4075)  -0.180
S (-8.8040, -0.3304, -3.9655)  0.726
O (-7.9788, -0.5194, -2.7732)  -0.360
O (-8.6027, -1.2044, -5.1336)  -0.347
C (-10.6023, -0.1351, -3.5972)  -0.192
H (-12.0427, 1.2288, -4.5479)  0.108
H (-11.3800, 1.9338, -3.3379)  0.108
H (-10.0790, 2.9790, -5.1592)  0.117
H (-10.1026, 1.3312, -5.9380)  0.113
H (-8.3367, 2.1070, -3.5236)  0.097
H (-7.7812, 1.5986, -5.1097)  0.091
H (-10.7582, -0.3315, -2.5364)  0.099
H (-11.1198, -0.8798, -4.2019)  0.093
C (-9.9971, -2.2082, 5.6452)  -0.245
C (-8.7022, -2.2975, 4.8106)  -0.184
C (-8.1015, -0.8203, 4.9205)  -0.185
S (-9.5398, 0.3204, 4.6778)  0.712
O (-9.9131, 0.6568, 3.2945)  -0.355
O (-9.5106, 1.4014, 5.6557)  -0.351
C (-10.7721, -0.9814, 5.2143)  -0.224
H (-9.8793, -2.0571, 6.7183)  0.113
H (-10.6520, -3.0783, 5.5989)  0.113
H (-8.8613, -2.7538, 3.8336)  0.112
H (-8.0166, -2.9733, 5.3218)  0.105
H (-7.2199, -0.5294, 4.3492)  0.100
H (-7.9394, -0.7909, 5.9980)  0.094
H (-11.4431, -1.1697, 4.3761)  0.098
H (-11.3163, -0.4938, 6.0231)  0.096
C (1.2358, 0.9094, 1.9875)  -0.219
C (2.5483, 1.7926, 1.9416)  -0.183
C (3.3065, 1.2951, 0.6805)  -0.221
S (2.0931, 0.7548, -0.6231)  0.744
O (2.4118, -0.6576, -0.8804)  -0.359
O (2.1128, 1.7867, -1.6935)  -0.362
C (0.6678, 0.8618, 0.5727)  -0.220
H (0.5758, 1.4190, 2.6894)  0.106
H (1.3255, -0.0786, 2.4391)  0.113
H (3.0993, 1.4832, 2.8298)  0.105
H (2.3577, 2.8658, 1.9493)  0.112
H (4.0020, 0.4681, 0.8235)  0.096
H (3.9130, 2.0932, 0.2525)  0.090
H (-0.0759, 0.0928, 0.3636)  0.101
H (0.2079, 1.8296, 0.3732)  0.097
C (6.3793, 4.5854, -9.4659)  -0.218
C (7.2262, 5.6975, -8.9273)  -0.279
C (7.6854, 5.4559, -7.5008)  -0.209
S (8.1703, 3.7066, -7.5979)  0.699
O (7.8518, 3.0798, -6.3284)  -0.338
O (9.4664, 3.5235, -8.2711)  -0.340
C (6.9433, 3.2631, -8.8778)  -0.196
H (6.4691, 4.7048, -10.5456)  0.114
H (5.3369, 4.7991, -9.2297)  0.112
H (6.7112, 6.6542, -9.0152)  0.120
H (8.1297, 5.7093, -9.5369)  0.115
H (6.7817, 5.5260, -6.8955)  0.113
H (8.6238, 5.9647, -7.2802)  0.110
H (6.1796, 2.6949, -8.3468)  0.096
H (7.4090, 2.6535, -9.6522)  0.101

Atomic forces in eV per Å
-0.77 0.60 -0.27
-0.03 0.39 0.32
0.24 -0.11 -1.29
0.82 -0.85 0.79
-0.27 -0.02 0.45
1.06 0.78 -0.98
-0.28 -1.54 0.33
-1.32 0.55 0.00
-0.01 0.15 0.57
0.54 0.06 0.08
-1.53 1.00 -0.10
0.54 -2.17 0.21
0.11 0.99 1.34
1.17 0.07 -1.19
-0.29 0.11 -0.27
-1.27 0.61 0.02
0.12 -1.07 0.64
0.93 0.66 0.39
0.44 0.00 -0.45
-0.22 -0.20 -0.60
-0.22 -1.11 0.10
0.45 1.32 -0.36
0.13 0.28 0.65
0.24 -0.16 -0.02
-0.60 -0.33 -0.36
-0.38 -0.23 -1.00
-0.39 1.36 1.57
-0.46 -0.03 -2.27
2.25 2.35 0.43
-0.07 -2.19 0.72
-0.33 -0.03 -0.07
0.05 -0.38 0.86
-0.35 -0.09 -0.55
-0.15 -0.14 -0.17
-0.16 0.24 -0.16
0.11 -0.53 -0.27
-0.30 -0.17 0.44
0.14 0.21 -0.04
-0.11 0.20 0.23
0.14 -0.57 0.27
-1.58 0.11 1.95
1.41 -1.10 0.03
-0.60 -1.20 -0.76
1.07 1.68 -0.22
-1.10 -0.33 -0.91
-0.57 1.32 1.51
0.11 0.17 -0.93
0.23 -0.64 -1.05
1.05 0.10 0.81
-0.26 -0.19 -0.09
0.37 0.57 -0.55
-0.27 -0.37 0.23
-0.12 -0.10 -0.11
0.06 0.22 -0.12
0.20 -0.25 0.20
-0.70 0.28 0.17
0.35 0.75 0.84
-1.18 -1.12 -0.23
-1.84 -0.43 -0.37
1.30 -0.54 1.43
0.43 -0.88 -0.64
0.18 1.06 -0.40
0.96 -0.26 0.06
0.21 -0.18 -0.39
-0.12 0.63 -0.21
0.19 0.09 -0.02
-0.24 -0.16 -0.04
0.36 0.70 -0.06
0.18 0.22 -0.09
-0.08 -0.15 -0.05
0.16 0.96 0.08
-0.12 -2.62 -0.47
0.09 0.99 -0.31
1.74 0.50 0.76
-0.85 1.59 -0.23
-0.74 -2.08 1.75
-0.29 0.63 -0.58
-0.48 0.07 -0.33
0.71 -0.07 -0.32
0.25 0.51 0.00
-0.12 -0.20 -0.14
-0.43 -0.21 0.29
-0.19 0.04 -0.23
0.31 -0.13 -0.02
-0.02 0.04 -0.26
-0.12 -0.18 0.16
1.28 1.20 -0.15
-0.02 -1.08 -1.23
0.03 -0.61 -0.86
0.52 0.11 -0.71
-1.24 0.62 1.30
-0.81 0.27 -0.09
-0.15 -0.71 -0.07
-0.09 -0.54 0.23
0.18 0.09 -0.05
0.07 0.42 -0.14
0.69 0.11 0.85
-0.54 0.40 0.59
0.02 -0.08 -0.17
0.17 -0.02 0.35

Calculated values
LUMO level   -0.738 eV
HOMO-LUMO gap   0.3449 Ha



no.,E (a.u.)
1,-2123.809669
2,-42332.840402